No. 1
A structure of composition C17H31CaF3O2P2 at a distorted geometry. Source: the Open Molecules 2025 dataset; level of theory: the ωB97M-V functional and the def2-TZVPD basis.

Each line ends with the Löwdin charge.
Element x y z (Å)
P1 -0.07791 -2.21959 1.43663  0.766
P2 0.11421 2.17031 1.36095  0.806
C1 -0.48361 -0.68028 0.37770  -0.341
C2 0.30564 0.65071 0.20784  -0.475
H1 -1.59875 -0.61314 0.36787  0.091
H2 -0.28236 -1.13132 -0.61777  0.024
H3 1.37309 0.46605 -0.03197  0.047
H4 -0.10941 1.03280 -0.72993  0.012
C3 -1.69189 2.40007 1.12472  -0.258
H5 -2.11067 2.58343 2.13443  0.035
H6 -2.17590 1.48962 0.69249  0.041
H7 -1.89636 3.28265 0.48596  0.043
C4 0.85965 3.57673 0.46532  -0.305
H8 0.23519 3.94277 -0.36541  0.032
H9 1.87109 3.33919 0.08784  0.037
H10 0.92775 4.42784 1.16759  0.043
C5 -1.14835 -3.53295 0.69375  -0.209
H11 -1.32450 -4.41717 1.34000  0.052
H12 -0.60152 -3.99984 -0.15789  0.041
H13 -2.09409 -3.14778 0.24628  0.055
C6 1.50511 -2.69740 0.71514  -0.285
H14 2.11867 -1.81708 0.45515  0.003
H15 1.21968 -3.18821 -0.23545  0.012
H16 2.03149 -3.45658 1.31713  0.052
Ca1 1.28588 0.13161 2.67785  0.777
C7 0.63605 1.48799 -2.78433  -0.123
C8 -0.70986 1.56405 -2.68276  -0.137
C9 -1.59728 0.78467 -3.57543  -0.183
C10 -1.20862 -0.70596 -3.80398  -0.177
C11 -0.38423 -1.39106 -2.75792  -0.134
C12 0.97132 -1.41389 -2.68338  -0.103
C13 1.78286 -0.65591 -3.69495  -0.183
C14 1.38382 0.83291 -3.90779  -0.177
C15 -0.09848 -2.11641 3.21415  -0.344
H17 1.32376 2.05463 -2.13909  0.104
H18 -1.20648 2.38676 -2.13718  0.114
H19 -1.72579 1.25310 -4.56322  0.121
H20 -2.56275 0.77963 -3.07882  0.101
H21 -2.15156 -1.28421 -3.73075  0.109
H22 -0.84998 -0.84876 -4.84423  0.120
H23 -1.03706 -2.04739 -2.16802  0.096
H24 1.50971 -2.24417 -2.18360  0.099
H25 1.79459 -1.15467 -4.68504  0.123
H26 2.80171 -0.67582 -3.31250  0.098
H27 2.32826 1.41358 -3.97643  0.114
H28 0.90897 0.93410 -4.90843  0.118
H29 0.66914 -1.62250 3.91392  0.029
H30 -0.02502 -3.16240 3.57145  0.056
H31 -1.08114 -1.76456 3.58901  0.065
F1 0.48429 2.02498 6.92486  0.160
C16 0.38885 1.18420 5.89070  -0.462
F2 1.69330 1.06664 5.34865  0.009
F3 0.08844 -0.06636 6.39944  0.102
C17 -0.58502 1.55724 4.76807  -0.572
O1 -1.34374 2.47148 5.04080  0.096
O2 -0.45019 0.76568 3.74059  -0.335

Output
Net charge = 0
Electronic energy = -67388.9835 eV
Maximum force = 4.02 eV/A
ΔE to the lowest compared entry with this formula, charge and spin = 81.3 kcal/mol
Spin multiplicity = 1

---

No. 2
A structure of composition C46H52MnN5O2Se at a distorted geometry. Source: the Open Molecules 2025 dataset; level of theory: the ωB97M-V functional and the def2-TZVPD basis.

Each line ends with the Löwdin spin population.
Element x y z (Å)
Mn1 -1.82279 0.58936 1.02029  3.758
C1 -1.20478 -2.52658 3.99792  0.001
C2 -0.76075 -1.83560 5.12251  0.003
C3 -0.95663 -0.47662 5.17143  0.001
C4 -1.52709 0.19674 4.08010  0.003
N1 -1.88864 -0.47359 2.96012  -0.003
C5 -1.76335 -1.80957 2.96728  0.002
N2 -1.74153 1.53616 4.25764  0.007
C6 -2.23451 2.32648 3.37405  0.003
N3 -2.52535 2.09496 2.04650  -0.011
C7 -3.25118 3.16853 1.57422  0.002
N4 -3.93308 3.28476 0.49298  0.008
C8 -4.04982 2.32036 -0.47196  0.004
C9 -4.97785 2.59370 -1.49232  0.002
C10 -5.11463 1.73019 -2.55251  0.001
C11 -4.31136 0.59440 -2.59645  0.002
C12 -3.44849 0.37183 -1.54939  0.003
N5 -3.32365 1.18597 -0.49467  0.029
C13 -3.28820 4.21769 2.60610  0.000
C14 -3.84581 5.48084 2.62954  0.000
C15 -3.76218 6.19608 3.81758  0.001
C16 -3.15134 5.65441 4.94673  0.001
C17 -2.59249 4.38306 4.91869  0.000
C18 -2.66351 3.68700 3.72874  -0.001
H1 -1.10608 -3.59949 3.91741  0.000
H2 -0.30009 -2.36614 5.94518  0.000
H3 -0.67901 0.12483 6.02415  0.000
H4 -2.12430 -2.32280 2.09193  0.000
H5 -5.55714 3.50076 -1.40697  0.000
H6 -5.82719 1.93727 -3.34040  0.000
H7 -4.34415 -0.09035 -3.43159  0.000
H8 -2.80232 -0.49267 -1.53802  0.000
H9 -4.33578 5.88417 1.75342  0.000
H10 -4.19287 7.18720 3.87628  0.000
H11 -3.12839 6.22922 5.86340  0.000
H12 -2.12349 3.94128 5.78751  0.000
C19 4.00070 -4.34004 -0.13666  0.000
C20 2.69385 -4.92903 0.41378  0.001
C21 2.89522 -5.32604 1.88574  0.001
C22 2.37812 -6.20161 -0.37771  0.000
C23 1.57592 -3.89496 0.32488  0.008
C24 1.71608 -2.66981 0.96418  0.000
C25 0.71824 -1.72039 0.89384  0.010
Se1 1.02091 -0.02812 1.79488  0.041
C26 1.65073 0.98949 0.29252  0.007
C27 3.01004 1.01059 0.03820  0.001
C28 3.49681 1.70176 -1.05934  0.004
C29 2.54572 2.30874 -1.87477  -0.001
C30 1.17440 2.31938 -1.64855  0.004
C31 0.67979 1.68153 -0.47449  0.006
O1 -0.55749 1.74993 -0.05797  0.056
C32 0.31370 2.99963 -2.72816  0.000
C33 0.71628 4.47319 -2.87915  0.000
C34 -1.18788 2.94850 -2.45375  0.001
C35 0.55055 2.26845 -4.06371  0.000
C36 4.97728 1.77450 -1.42170  0.000
C37 5.85572 1.10656 -0.36020  0.000
C38 5.20741 1.05158 -2.75812  0.000
C39 5.41771 3.23885 -1.55533  0.000
C40 -0.50155 -1.94904 0.22016  0.000
O2 -1.41160 -0.98122 0.15139  0.037
C41 -0.69180 -3.22678 -0.36502  0.006
C42 0.37299 -4.12556 -0.32904  -0.002
C43 -1.98722 -3.64387 -1.08295  0.001
C44 -1.99417 -3.01890 -2.48555  0.001
C45 -2.07405 -5.17041 -1.24773  0.000
C46 -3.25446 -3.24061 -0.31155  0.000
H13 4.80871 -5.06690 -0.02595  0.000
H14 4.28689 -3.42958 0.39075  0.000
H15 3.89062 -4.09796 -1.19516  0.000
H16 3.67449 -6.08805 1.96186  0.000
H17 1.97142 -5.73542 2.29943  0.000
H18 3.19305 -4.47122 2.49415  0.000
H19 3.19403 -6.91459 -0.24827  0.000
H20 2.27954 -5.98852 -1.44402  0.000
H21 1.46171 -6.67801 -0.02474  0.000
H22 2.61221 -2.43400 1.52485  0.001
H23 3.66193 0.47904 0.71777  0.001
H24 2.91001 2.80803 -2.76489  0.000
H25 0.56358 5.01347 -1.94309  0.000
H26 0.10666 4.94594 -3.65351  0.000
H27 1.76407 4.58108 -3.16240  0.000
H28 -1.44844 3.48004 -1.54001  0.000
H29 -1.51925 1.91846 -2.35677  0.000
H30 -1.72061 3.40292 -3.29453  0.000
H31 1.58713 2.34469 -4.39127  0.000
H32 -0.08573 2.69894 -4.84165  0.000
H33 0.30541 1.20934 -3.96243  0.000
H34 5.68078 0.02945 -0.32491  0.000
H35 5.66546 1.52614 0.62919  0.000
H36 6.90841 1.26865 -0.59915  0.000
H37 4.87918 0.01267 -2.69161  0.000
H38 6.26967 1.06472 -3.01632  0.000
H39 4.65192 1.52767 -3.56762  0.000
H40 5.25938 3.77486 -0.61784  0.000
H41 4.86276 3.75570 -2.33923  0.000
H42 6.48030 3.28534 -1.80636  0.000
H43 0.25371 -5.06290 -0.85095  0.000
H44 -1.15639 -3.40597 -3.06769  0.000
H45 -1.88831 -1.93799 -2.43067  0.000
H46 -2.92487 -3.25605 -3.00774  0.000
H47 -1.38461 -5.54101 -2.00787  0.000
H48 -3.08344 -5.43720 -1.56529  0.000
H49 -1.86974 -5.68353 -0.30660  0.000
H50 -3.31985 -2.17222 -0.12899  0.000
H51 -3.29661 -3.77049 0.64319  0.000
H52 -4.13327 -3.53564 -0.88917  0.000

Output
Net charge = 0
Electronic energy = -156762.0545 eV
Maximum force = 1.37 eV/A
ΔE to the lowest compared entry with this formula, charge and spin = 16.9 kcal/mol
Spin multiplicity = 5

---

No. 3
A structure of composition C24H17N5S6W at a distorted geometry. Source: the Open Molecules 2025 dataset; level of theory: the ωB97M-V functional and the def2-TZVPD basis.

Each line ends with the Löwdin charge.
Element x y z (Å)
W1 -0.83196 0.32042 0.86536  1.283
C1 -4.31268 2.69483 -2.95417  -0.085
C2 -4.62694 1.55133 -2.23756  -0.071
C3 -3.63189 0.81552 -1.61070  -0.099
C4 -2.30508 1.22297 -1.70938  -0.393
C5 -1.98973 2.37782 -2.42695  -0.033
C6 -2.99132 3.10803 -3.04279  -0.073
N1 -1.23916 0.51313 -1.07062  -0.156
C7 -0.14827 0.23134 -1.91048  -0.248
C8 -0.23002 -0.13391 -3.24944  -0.004
C9 0.93701 -0.46114 -3.92255  -0.074
C10 2.17098 -0.43909 -3.28000  -0.080
C11 2.25307 -0.09169 -1.93907  -0.010
C12 1.09324 0.25904 -1.27065  -0.240
N2 1.07458 0.49365 0.12336  -0.164
N3 0.65995 1.76634 0.54777  -0.065
C13 1.07516 1.80806 1.90132  -0.404
C14 1.65486 2.87531 2.55512  0.014
C15 1.92839 2.70557 3.90456  -0.041
C16 1.61633 1.51222 4.53984  -0.042
C17 0.98082 0.51379 3.82526  -0.146
N4 0.71467 0.67944 2.53104  -0.080
H1 -5.09440 3.26607 -3.43784  0.103
H2 -5.65548 1.22320 -2.16109  0.108
H3 -3.87060 -0.06904 -1.04551  0.034
H4 -0.95831 2.70200 -2.48613  0.126
H5 -2.73695 4.00653 -3.59006  0.105
H6 -1.19020 -0.17601 -3.74637  0.124
H7 0.88121 -0.75973 -4.96132  0.105
H8 3.06498 -0.71184 -3.82467  0.102
H9 3.19152 -0.10296 -1.40074  0.115
H10 1.88243 3.78495 2.02004  0.120
H11 2.39226 3.50755 4.46449  0.114
H12 1.83244 1.36704 5.58838  0.111
H13 0.63739 -0.41095 4.26891  0.054
S1 -2.81500 -2.15329 -0.03818  0.596
C18 -1.21638 -2.55684 0.15455  -1.169
N5 -0.25726 -1.73726 0.62662  -0.175
C19 0.98598 -2.39588 0.73970  -0.281
C20 2.16727 -1.91513 1.30451  -0.034
C21 3.28219 -2.73329 1.35122  -0.081
C22 3.25105 -4.03250 0.85622  -0.092
C23 2.08073 -4.53756 0.32335  -0.092
C24 0.96224 -3.71857 0.28006  -0.470
S2 -0.63125 -4.14571 -0.25790  1.044
H14 2.22155 -0.91209 1.68405  0.078
H15 4.19582 -2.34928 1.78686  0.103
H16 4.13659 -4.65243 0.90283  0.103
H17 2.02714 -5.55462 -0.04240  0.108
S3 -1.64102 -1.72520 3.92165  0.032
S4 -2.43006 -0.48055 2.60521  -0.154
S5 -2.55230 1.99426 0.99140  0.219
S6 -1.99559 1.65617 2.95291  0.156

Output
Net charge = 0
Electronic energy = -99452.6152 eV
Maximum force = 1.19 eV/A
ΔE to the lowest compared entry with this formula, charge and spin = 53.7 kcal/mol
Spin multiplicity = 1

---

No. 4
The molecule C4H6N2O. Source: the Open Molecules 2025 dataset; level of theory: the ωB97M-V functional and the def2-TZVPD basis.

Each line ends with the Löwdin charge.
Element x y z (Å)
N1 -1.46165 0.63397 -0.70076  0.103
C1 -0.59037 -0.06543 0.19081  -0.662
C2 0.03766 -1.17981 -0.64766  0.033
O1 -1.11974 -0.67224 1.36713  -0.007
N2 1.31539 -0.86436 -0.62146  0.006
C3 1.65842 0.33150 0.09785  -0.073
C4 0.54878 0.83944 0.61341  -0.004
H1 -2.02158 0.06527 -1.32569  0.075
H2 -1.98290 1.44309 -0.34986  0.095
H3 -1.53812 -1.50383 1.09757  0.085
H4 2.02123 -1.43308 -1.06905  0.127
H5 2.68642 0.66605 0.14295  0.109
H6 0.44645 1.73943 1.20476  0.114

Output
Net charge = 0
Electronic energy = -9270.4087 eV
Maximum force = 0.78 eV/A
ΔE to the lowest compared entry with this formula, charge and spin = 71.3 kcal/mol
Spin multiplicity = 1